Molecular formula: C81H208N12O29
Method: DFT, the ωB97M-V functional and the def2-TZVPD basis

Properties
**Kohn-Sham gap**: 8.50 eV
**Highest occupied orbital energy**: -0.3001 Ha
**Total energy**: -164598.231 eV

ORCA input file:
```
! wB97M-V def2-TZVPD RIJCOSX def2/J DEFGRID3
* xyz 0 1
C 6.15 -7.17 -6.78
O 5.08 -6.31 -6.27
C 5.43 -5.00 -5.92
C 4.37 -4.28 -5.13
N 4.67 -2.86 -4.97
C 3.79 -2.21 -3.93
C 4.30 -2.32 -2.48
O 3.16 -1.82 -1.73
C 3.37 -1.70 -0.33
H 6.55 -6.80 -7.72
H 5.80 -8.17 -7.05
H 6.97 -7.28 -6.07
H 5.80 -4.53 -6.83
H 6.32 -5.07 -5.29
H 4.19 -4.82 -4.19
H 3.44 -4.46 -5.67
H 4.55 -2.32 -5.81
H 2.77 -2.59 -3.99
H 3.83 -1.15 -4.15
H 5.16 -1.68 -2.26
H 4.62 -3.35 -2.33
H 3.17 -2.67 0.11
H 2.63 -0.94 -0.08
H 4.36 -1.26 -0.17
C 0.44 1.93 -1.85
O -0.24 2.91 -2.54
C -1.25 3.62 -1.72
C -1.94 4.73 -2.49
N -1.15 6.06 -2.43
C -1.85 7.21 -3.06
C -1.06 8.53 -2.72
O 0.19 8.45 -3.47
C 1.16 9.34 -3.11
H -0.29 1.59 -1.12
H 1.31 2.35 -1.34
H 0.75 1.10 -2.48
H -0.96 3.76 -0.68
H -2.05 2.88 -1.75
H -2.96 4.98 -2.22
H -2.20 4.27 -3.44
H -0.19 6.02 -2.74
H -2.84 7.29 -2.60
H -1.83 7.01 -4.13
H -0.95 8.61 -1.64
H -1.71 9.34 -3.08
H 2.06 9.20 -3.72
H 1.42 9.20 -2.06
H 0.87 10.39 -3.19
C 3.45 -8.34 -2.28
O 2.24 -7.55 -1.98
C 2.62 -6.14 -1.72
C 1.44 -5.21 -1.93
N 1.05 -5.26 -3.32
C -0.18 -4.55 -3.43
C -0.10 -3.97 -4.93
O -0.74 -4.99 -5.68
C -1.15 -4.58 -7.07
H 3.98 -8.41 -1.33
H 3.95 -7.84 -3.11
H 3.12 -9.31 -2.64
H 3.56 -5.82 -2.15
H 2.83 -6.12 -0.65
H 1.79 -4.20 -1.67
H 0.61 -5.55 -1.32
H 1.04 -6.14 -3.83
H -0.31 -3.77 -2.68
H -1.02 -5.22 -3.24
H 0.87 -3.62 -5.27
H -0.77 -3.13 -4.74
H -2.14 -4.12 -7.16
H -1.33 -5.53 -7.58
H -0.48 -3.95 -7.64
C -0.04 1.57 7.24
O 1.21 1.66 7.85
C 1.54 0.45 8.50
C 2.86 0.48 9.31
N 3.34 -0.90 9.62
C 4.80 -1.08 9.92
C 5.26 -0.77 11.36
O 4.43 -1.47 12.33
C 5.08 -1.56 13.61
H 0.00 0.80 6.47
H -0.34 2.56 6.90
H -0.80 1.20 7.92
H 1.64 -0.38 7.79
H 0.73 0.22 9.19
H 2.92 1.15 10.18
H 3.66 0.83 8.66
H 2.90 -1.15 10.49
H 5.48 -0.75 9.13
H 4.92 -2.16 9.80
H 5.11 0.31 11.45
H 6.32 -0.96 11.48
H 4.52 -2.18 14.32
H 5.26 -0.55 13.96
H 6.03 -2.10 13.63
C -7.57 3.21 0.08
O -6.54 3.34 1.07
C -5.27 3.75 0.67
C -4.18 4.09 1.74
N -3.85 2.87 2.49
C -2.73 2.91 3.42
C -2.79 1.86 4.54
O -3.92 2.25 5.33
C -4.73 1.20 6.04
H -7.19 2.72 -0.81
H -7.90 4.14 -0.38
H -8.38 2.60 0.46
H -5.38 4.68 0.11
H -4.93 2.96 0.00
H -4.62 4.83 2.41
H -3.29 4.36 1.18
H -4.72 2.49 2.83
H -2.67 3.83 3.99
H -1.77 2.86 2.91
H -1.94 1.89 5.22
H -2.79 0.87 4.09
H -4.14 0.79 6.87
H -5.01 0.39 5.37
H -5.64 1.69 6.39
C -3.00 -2.27 -1.96
O -3.06 -1.87 -0.55
C -2.24 -0.74 -0.16
C -2.18 -0.64 1.35
N -1.15 0.26 1.86
C 0.14 -0.32 1.69
C 1.08 0.86 2.12
O 0.75 1.61 3.34
C 1.91 1.88 4.13
H -2.00 -2.68 -2.10
H -3.15 -1.46 -2.67
H -3.68 -3.12 -2.05
H -2.75 0.11 -0.62
H -1.26 -0.78 -0.63
H -2.03 -1.54 1.94
H -3.20 -0.33 1.58
H -1.34 0.79 2.70
H 0.37 -0.52 0.65
H 0.30 -1.15 2.39
H 1.14 1.66 1.39
H 2.06 0.39 2.26
H 2.84 1.88 3.56
H 2.10 1.02 4.77
H 1.94 2.75 4.78
C -4.98 -5.96 -0.82
O -4.57 -7.17 -1.55
C -3.89 -6.84 -2.75
C -2.85 -8.03 -3.09
N -3.62 -9.30 -3.16
C -2.78 -10.36 -3.60
C -2.73 -10.41 -5.12
O -2.96 -11.76 -5.57
C -2.14 -12.78 -5.10
H -5.84 -5.45 -1.25
H -4.14 -5.28 -0.67
H -5.31 -6.23 0.19
H -3.25 -5.96 -2.64
H -4.48 -6.65 -3.65
H -2.13 -8.15 -2.28
H -2.35 -7.77 -4.02
H -4.10 -9.54 -2.30
H -3.00 -11.32 -3.12
H -1.77 -10.25 -3.22
H -1.87 -9.84 -5.48
H -3.63 -9.99 -5.56
H -2.40 -13.10 -4.09
H -1.10 -12.47 -5.04
H -2.19 -13.59 -5.83
C 4.55 5.16 9.23
O 3.33 4.87 9.94
C 2.15 5.11 9.24
C 1.07 4.43 10.01
N -0.16 4.59 9.27
C -1.37 3.83 9.64
C -2.71 4.64 9.52
O -2.89 5.32 8.29
C -3.21 4.63 7.11
H 5.42 4.67 9.67
H 4.60 6.25 9.26
H 4.57 4.81 8.20
H 2.30 4.58 8.30
H 1.84 6.14 9.08
H 0.92 4.96 10.95
H 1.28 3.41 10.33
H 0.07 4.51 8.29
H -1.16 3.43 10.63
H -1.49 2.92 9.05
H -2.70 5.49 10.20
H -3.58 3.99 9.66
H -2.46 3.89 6.83
H -3.34 5.45 6.40
H -4.17 4.13 7.26
C -5.27 -1.28 -7.51
O -5.34 -0.95 -8.85
C -4.29 -1.49 -9.64
C -4.04 -0.72 -10.92
N -3.85 0.78 -10.74
C -4.25 1.60 -11.86
C -4.42 3.00 -11.25
O -5.58 2.73 -10.43
C -6.57 3.76 -10.32
H -6.18 -0.84 -7.09
H -4.42 -0.78 -7.05
H -5.28 -2.35 -7.35
H -4.65 -2.49 -9.89
H -3.39 -1.60 -9.03
H -4.88 -0.78 -11.61
H -3.17 -1.14 -11.42
H -4.64 0.90 -10.12
H -5.12 1.20 -12.38
H -3.41 1.66 -12.55
H -4.54 3.88 -11.89
H -3.65 3.21 -10.51
H -6.90 4.18 -11.27
H -6.25 4.69 -9.86
H -7.46 3.51 -9.76
C -2.03 -5.46 1.98
O -0.63 -5.29 2.04
C -0.06 -4.80 3.28
C 1.13 -3.82 3.17
N 2.43 -4.51 3.20
C 3.55 -3.56 3.19
C 4.76 -4.21 2.60
O 4.66 -4.64 1.27
C 5.56 -5.68 0.77
H -2.38 -6.10 2.79
H -2.23 -5.95 1.02
H -2.57 -4.51 1.95
H 0.19 -5.61 3.96
H -0.87 -4.31 3.84
H 0.97 -3.05 3.92
H 1.05 -3.35 2.19
H 2.46 -5.02 2.33
H 3.68 -3.21 4.21
H 3.45 -2.70 2.53
H 5.07 -5.04 3.23
H 5.57 -3.47 2.63
H 5.36 -6.00 -0.25
H 5.37 -6.54 1.42
H 6.59 -5.33 0.78
C -1.95 4.51 -6.85
O -3.37 4.44 -6.81
C -3.86 3.26 -7.39
C -3.66 2.13 -6.37
N -4.11 2.55 -5.00
C -5.53 2.65 -4.82
C -5.92 3.15 -3.37
O -7.33 3.38 -3.15
C -7.78 4.50 -3.96
H -1.41 3.78 -7.45
H -1.60 4.19 -5.87
H -1.57 5.53 -6.91
H -3.42 3.01 -8.35
H -4.92 3.28 -7.65
H -2.64 1.75 -6.38
H -4.37 1.33 -6.59
H -3.63 3.44 -4.97
H -5.95 1.65 -4.69
H -5.97 3.28 -5.59
H -5.43 4.11 -3.17
H -5.62 2.49 -2.56
H -7.96 4.31 -5.02
H -7.18 5.39 -3.75
H -8.77 4.63 -3.54
C 6.41 4.59 -2.31
C 5.70 3.87 -1.09
C 4.86 2.67 -1.61
C 5.65 1.40 -1.87
C 6.51 1.04 -0.65
C 7.33 2.17 0.02
N 6.49 3.43 0.08
O 7.19 4.41 0.65
C 7.69 1.65 1.44
C 8.58 2.37 -0.82
C 4.66 4.91 -0.63
H 5.69 5.09 -2.97
H 7.06 3.93 -2.87
H 7.09 5.41 -2.07
H 4.05 2.37 -0.95
H 4.34 3.00 -2.51
H 6.11 1.53 -2.85
H 4.98 0.57 -2.09
H 7.01 0.22 -1.16
H 6.01 0.44 0.10
H 7.03 2.14 2.16
H 7.67 0.59 1.70
H 8.69 1.97 1.72
H 9.05 3.35 -0.73
H 9.42 1.70 -0.66
H 8.34 2.26 -1.88
H 5.11 5.87 -0.39
H 4.09 4.42 0.17
H 3.84 5.06 -1.32
H 6.66 4.53 1.44
C -7.16 -6.49 -4.04
O -7.82 -6.97 -2.97
H -6.47 -7.31 -4.24
H -7.58 -6.23 -5.01
H -6.63 -5.59 -3.73
H -7.26 -7.45 -2.35
C 5.94 5.06 4.49
O 6.97 5.38 3.61
H 5.77 5.88 5.19
H 5.02 4.78 3.98
H 6.35 4.22 5.05
H 7.75 5.63 4.11
C -5.96 -0.05 1.94
O -6.16 -1.13 2.81
H -6.91 0.26 1.50
H -5.37 0.73 2.42
H -5.44 -0.34 1.02
H -5.33 -1.60 2.87
C -1.00 6.25 3.52
O -0.72 6.11 4.95
H -0.17 6.00 2.86
H -1.69 5.44 3.31
H -1.52 7.20 3.41
H -0.83 6.97 5.35
C 4.30 -1.73 6.40
O 5.46 -1.95 5.64
H 3.50 -1.70 5.66
H 4.11 -2.53 7.12
H 4.37 -0.85 7.03
H 6.18 -2.34 6.15
C 2.21 6.24 5.01
O 2.44 6.70 6.34
H 1.73 7.10 4.54
H 3.01 5.92 4.34
H 1.48 5.44 5.14
H 1.75 7.37 6.44
*
```